(1)
This record from the Open Molecules 2025 dataset describes a 2-piece molecular cluster, C2H4BrN overall in a non-equilibrium geometry. The level of theory is the ωB97M-V functional and the def2-TZVPD basis.

Last column: Löwdin charge in e.
Element x y z (Å)
C  -0.40  0.42  -0.54  -0.25
C  -0.72  -0.49  0.61  -0.21
N  -0.02  0.71  0.77  0.04
Br  3.21  -0.01  -0.35  0.11
H  0.61  0.09  -1.03  0.04
H  -0.96  1.10  -1.12  0.08
H  -1.55  -0.40  1.24  0.09
H  -0.17  -1.42  0.43  0.10

Energy above the lowest of the compared OMol25 structures with the same formula, charge and spin, eV: 4.264
LUMO level (alpha / beta), eV: -0.280 / -3.665

***

(2)
This record from the Open Molecules 2025 dataset describes a 18-piece molecular cluster, C23H86BN3O22P overall in a non-equilibrium geometry. The level of theory is the ωB97M-V functional and the def2-TZVPD basis.

Last column: Löwdin charge in e.
Element x y z (Å)
C  7.13  -0.31  1.50  -0.05
C  5.67  -0.48  1.92  -0.28
O  4.85  -0.28  0.77  -0.15
C  4.34  -1.44  0.19  -0.23
C  3.66  -1.08  -1.12  -0.11
C  2.34  -0.34  -0.89  -0.25
C  2.14  0.93  -1.74  -0.18
C  2.81  2.21  -1.23  -0.20
N  4.25  2.10  -1.45  0.04
N  0.66  1.11  -1.96  0.17
C  -0.28  0.88  -0.79  -0.24
C  0.02  1.90  0.30  0.00
B  -0.24  3.41  -0.12  -0.61
O  -0.81  4.21  0.83  0.17
O  0.12  3.92  -1.38  0.14
C  -1.71  1.14  -1.33  -0.08
C  -2.83  1.50  -0.33  -0.37
C  -3.07  0.51  0.82  -0.03
C  -4.13  1.65  -1.14  -0.06
C  -0.03  -0.65  -0.37  -0.53
O  0.17  -0.70  1.02  0.05
O  -1.13  -1.37  -0.76  -0.16
C  -1.46  -2.56  -0.04  -0.14
C  -2.56  -3.35  -0.79  -0.29
C  -3.17  -2.54  -1.94  -0.06
C  -3.59  -3.90  0.23  -0.13
C  -5.08  -3.60  -0.02  -0.42
C  -5.66  -4.59  -1.05  -0.07
C  -5.85  -3.71  1.31  -0.08
N  1.16  -1.23  -1.02  -0.16
P  0.86  -2.29  -2.38  0.97
C  1.81  -1.63  -3.80  -0.27
C  1.80  -3.82  -2.01  -0.27
H  7.27  0.75  1.28  0.06
H  7.28  -0.87  0.57  0.09
H  7.83  -0.64  2.26  0.07
H  5.50  -1.47  2.37  0.08
H  5.39  0.26  2.68  0.13
H  5.14  -2.17  -0.01  0.14
H  3.62  -1.94  0.86  0.11
H  4.34  -0.49  -1.72  0.12
H  3.49  -2.03  -1.62  0.07
H  2.38  -0.01  0.16  0.14
H  2.57  0.77  -2.73  0.14
H  2.64  2.35  -0.16  0.12
H  2.38  3.06  -1.77  0.12
H  4.69  2.93  -1.08  0.08
H  4.43  2.11  -2.45  0.04
H  0.37  0.44  -2.67  0.15
H  0.48  2.05  -2.35  0.16
H  -0.64  1.71  1.15  0.11
H  1.03  1.75  0.70  0.11
H  -1.48  4.83  0.50  0.12
H  -0.62  4.25  -1.89  0.12
H  -2.02  0.36  -2.02  0.13
H  -1.60  2.05  -1.95  0.12
H  -2.63  2.48  0.12  0.12
H  -3.87  0.91  1.45  0.10
H  -2.20  0.34  1.46  0.08
H  -3.41  -0.45  0.44  0.07
H  -3.94  1.83  -2.20  0.07
H  -4.68  0.70  -1.11  0.07
H  -4.77  2.43  -0.73  0.08
H  0.90  -1.31  1.18  0.11
H  -1.80  -2.28  0.96  0.12
H  -0.56  -3.18  0.06  0.12
H  -2.06  -4.20  -1.25  0.12
H  -3.96  -3.10  -2.43  0.07
H  -3.60  -1.61  -1.56  0.06
H  -2.42  -2.29  -2.69  0.07
H  -3.32  -3.56  1.23  0.10
H  -3.50  -5.00  0.26  0.12
H  -5.24  -2.58  -0.36  0.12
H  -4.89  -4.92  -1.74  0.04
H  -6.11  -5.45  -0.54  0.08
H  -6.44  -4.09  -1.64  0.08
H  -6.15  -4.74  1.52  0.07
H  -6.77  -3.12  1.28  0.08
H  -5.26  -3.35  2.16  0.07
H  1.22  -0.87  -4.32  0.04
H  1.93  -2.45  -4.52  0.03
H  2.80  -1.22  -3.61  0.03
H  1.33  -4.63  -2.56  0.03
H  1.77  -4.03  -0.94  0.04
H  2.85  -3.78  -2.31  0.03
O  -1.19  3.49  3.94  -0.03
H  -0.54  4.11  4.29  0.06
H  -1.09  3.54  2.98  0.03
O  4.96  2.80  -4.40  -0.06
H  5.84  2.41  -4.45  0.05
H  5.12  3.74  -4.53  0.05
O  1.27  1.98  5.41  -0.06
H  0.71  2.38  4.74  -0.01
H  1.42  1.09  5.08  -0.01
O  -3.71  5.03  4.75  -0.07
H  -2.83  4.66  4.63  -0.02
H  -3.61  5.99  4.72  -0.01
O  1.32  -0.89  4.66  -0.04
H  0.97  -1.57  5.26  0.06
H  1.45  -1.34  3.82  0.01
O  -6.09  0.69  -3.29  -0.06
H  -6.85  1.29  -3.21  0.02
H  -6.37  0.00  -3.90  0.05
O  9.26  1.81  -0.12  -0.06
H  8.74  2.59  0.09  0.03
H  9.75  1.62  0.68  0.05
O  7.68  3.43  -2.08  -0.05
H  6.94  3.12  -1.55  0.01
H  8.24  2.65  -2.18  0.03
O  -3.37  -5.72  -3.53  -0.05
H  -2.46  -5.55  -3.28  0.03
H  -3.34  -6.47  -4.12  0.04
O  -7.47  2.60  -1.46  -0.05
H  -7.90  3.38  -1.12  0.05
H  -7.09  2.17  -0.69  0.04
O  2.20  -4.38  -6.04  -0.06
H  1.89  -4.07  -6.90  0.04
H  2.27  -5.34  -6.15  0.04
O  -2.90  0.79  5.21  -0.07
H  -2.28  1.36  4.74  0.00
H  -3.14  1.31  5.99  0.00
O  -2.80  1.37  8.02  -0.05
H  -2.27  1.81  8.69  0.05
H  -2.63  0.43  8.16  0.05
O  -3.10  7.96  4.52  -0.04
H  -2.51  8.57  4.97  0.05
H  -3.01  8.17  3.58  0.05
O  -5.18  3.29  -4.95  -0.07
H  -5.59  2.62  -4.39  -0.01
H  -5.64  3.23  -5.79  0.03
O  7.24  -2.73  3.66  -0.04
H  6.79  -3.07  4.43  0.05
H  7.33  -3.49  3.08  0.05
O  3.57  -1.88  2.97  -0.06
H  3.82  -1.09  2.48  0.00
H  4.29  -2.00  3.60  0.05

Total charge: +1
LUMO level, eV: -2.205

***

(3)
This record from the Open Molecules 2025 dataset describes a 13-piece molecular cluster, H26O13 overall in a non-equilibrium geometry. The level of theory is the ωB97M-V functional and the def2-TZVPD basis.

Last column: Löwdin charge in e.
Element x y z (Å)
H  -0.17  -0.92  -0.79  0.05
H  -0.37  0.52  -0.32  0.00
H  0.35  -4.14  2.08  0.00
H  0.30  -2.73  2.62  0.04
H  -2.75  0.16  -0.48  0.09
H  -2.33  1.13  0.68  0.04
H  2.66  -2.37  2.71  0.07
H  3.51  -1.68  1.72  -0.03
H  0.68  2.15  -2.30  0.07
H  -0.25  3.09  -1.40  0.06
H  -2.32  4.47  1.15  0.01
H  -1.30  3.54  0.82  0.01
H  1.35  -1.32  -0.37  -0.02
H  2.99  -1.62  -0.32  0.05
H  -4.70  1.06  0.98  0.10
H  -4.41  2.28  -0.02  0.00
H  0.28  -3.14  -2.13  0.05
H  1.47  -2.21  -2.09  -0.02
H  -3.39  -3.47  -1.90  0.03
H  -2.81  -3.75  -3.30  0.05
H  2.87  1.33  2.61  0.08
H  2.88  1.20  1.16  0.00
H  5.95  -0.94  0.82  0.03
H  4.47  -1.15  0.17  0.03
H  -2.25  3.88  -0.79  -0.01
H  -3.65  3.83  -1.58  0.13
O  0.16  -0.27  -0.16  -0.09
O  -0.02  -3.31  1.90  -0.04
O  -1.98  0.52  0.02  -0.06
O  2.77  -2.24  1.74  -0.04
O  -0.14  2.15  -1.77  -0.08
O  -1.39  4.41  1.22  -0.02
O  2.20  -1.20  -0.81  -0.13
O  -4.35  2.03  0.91  -0.11
O  1.10  -2.93  -1.66  -0.05
O  -2.86  -3.07  -2.59  -0.07
O  3.41  1.65  1.81  -0.08
O  5.20  -0.51  0.42  -0.05
O  -3.14  3.60  -0.72  -0.07

Energy above the lowest of the compared OMol25 structures with the same formula, charge and spin, eV: 5.816
LUMO level, eV: -0.022

***

| no. | M (g mol⁻¹) |
| --- | --- |
| 1 | 121.96 |
| 2 | 798.73 |
| 3 | 234.19 |